(1)
Formula: C33H50BN7O2PbS3
Source: the OMol25 dataset
Level of theory: ωB97M-V with the def2-TZVPD basis set

Calculated values
- E_tot (a.u.) = -3233.33560
- E_LUMO (alpha / beta) (eV) = -0.5 / -0.5
- HOMO (alpha / beta) (eV) = -6.194 / -6.195
- relative energy (zero: lowest compared OMol25 entry of this formula, charge and spin) (kcal per mole) = 148.89
- frontier orbital gap (alpha / beta) (eV) = 5.722 / 5.723

```
97
Properties=species:S:1:pos:R:3:mulliken_charge:R:1
H -6.21967 3.09118 0.57722 0.465
H 0.16813 6.10932 1.75794 0.378
H 0.44883 0.96291 -5.37422 0.352
H -4.25979 1.12627 -0.65217 0.157
C 8.14635 0.09873 -0.13035 -0.662
C 1.53311 -0.90295 3.30627 0.596
N -2.02154 2.39080 -0.23826 -0.285
H -0.31902 5.21733 3.19260 0.360
H 6.43913 -2.73285 0.22824 0.334
H 0.41059 -2.49996 4.08682 0.284
H 7.14764 -0.80610 1.57439 0.376
H 5.59555 -2.96812 -1.30209 0.425
H -3.97220 -1.64613 -4.33260 0.481
C -2.83161 3.33835 0.09689 0.200
S 3.08219 1.13895 2.66840 -0.211
C 0.44755 -0.07925 -5.05753 -1.917
H -2.48866 -3.24586 -0.61607 0.147
C -2.31015 -2.27513 4.01289 -1.918
H -1.46951 6.30550 2.40334 0.376
C -1.83601 -2.30097 2.55318 2.727
C -3.21839 -2.12508 -2.33940 2.677
C -1.14235 4.46973 1.36798 0.533
N 5.35294 -1.10095 -0.51102 0.308
C -0.54361 -1.53107 2.40675 -0.107
H 1.48491 -0.39299 -4.94884 0.361
C 0.48957 -1.73463 3.32697 -0.617
H -4.18503 -1.19984 -0.62433 0.111
H 3.55174 -1.29743 3.93459 0.307
H -4.92785 2.28367 1.47379 0.252
C 5.62639 -0.05125 0.26429 0.160
H 7.22873 -1.33871 -2.37633 0.330
H -2.61891 -1.53689 0.69750 -0.442
H -1.99112 -3.90420 -2.15906 0.435
H -4.71628 -0.57450 -2.17856 0.345
C -0.66542 5.59239 2.23117 -1.823
C -2.81393 -3.41958 -1.62846 -1.660
C -4.63770 4.50721 -1.16843 -1.842
H -1.61309 -2.76807 4.69188 0.360
H -4.00442 4.59035 -2.05186 0.397
C 8.55764 -1.26663 -0.67849 -0.635
C 7.00437 0.03706 0.88982 -0.779
C -2.01642 -1.15819 -2.37475 -0.009
O 4.78985 0.83013 0.47953 -0.562
N -0.73184 2.39115 0.22065 0.485
H -5.54658 1.97357 -1.51569 0.508
C -3.68015 -2.51844 -3.74582 -2.447
C 2.57311 -1.10654 4.37293 -1.892
C 0.19136 0.49325 -2.60511 0.594
H -5.07804 4.04110 1.52591 0.377
C -4.27400 3.25792 -0.35568 2.470
H 9.44724 -1.14035 -1.30090 0.320
H -4.52625 5.42074 -0.58269 0.346
H 6.99896 0.94245 1.49268 0.287
S 1.52829 1.45692 -2.74120 -0.302
C -4.41426 -1.47317 -1.64541 -1.473
H -2.91230 -3.06501 -4.29236 0.459
C -5.17621 3.16582 0.88240 -1.698
H -1.27264 -3.80706 1.08955 0.429
H -3.26330 -2.79718 4.09483 0.456
H 7.87950 -2.89673 -1.88663 0.341
N -0.52742 0.32238 -1.36890 -0.024
H 8.85207 -1.91936 0.15058 0.294
H 4.40568 -1.04439 -0.90531 0.202
H -2.44883 -1.24962 4.35678 0.407
H -3.65602 -4.11409 -1.60075 0.428
N 0.61495 0.24341 1.29776 0.243
S 1.36212 3.45936 1.60734 -0.389
C 1.72120 0.19839 2.36756 0.723
H -5.67632 4.44750 -1.49261 0.454
C -1.34903 -1.00881 -3.64185 -0.827
C -1.60918 -3.75550 2.12251 -1.859
C 6.19745 -2.26270 -0.73194 -0.871
N -0.39948 -0.64595 1.48218 -0.570
C -0.24170 3.39995 1.01943 0.552
H 9.01628 0.54517 0.35600 0.365
B -0.04620 1.11911 -0.18355 -0.492
N -1.62917 -0.52916 -1.30526 0.586
C -4.50001 2.02326 -1.21053 -2.066
C 7.47567 -1.95335 -1.50753 -0.619
H -3.11444 -0.62804 2.09024 0.509
O 3.31229 0.36307 -1.49359 -1.016
H 2.30696 -1.95592 4.99947 0.358
Pb 2.33830 1.39972 -0.03896 1.209
H 2.66038 -0.22842 5.01126 0.398
H -3.87681 2.03692 -2.10456 0.393
C -0.27819 -0.23050 -3.76227 0.482
H 7.86984 0.76262 -0.95354 0.331
C -2.92300 -1.64014 1.72661 -1.768
H -5.25865 -2.16531 -1.62929 0.500
H -4.54587 -3.17500 -3.66501 0.455
H -3.84859 -2.21524 1.78797 0.504
H -3.10966 5.19879 1.19322 0.330
C -2.40941 4.41960 0.92142 -0.676
H -1.70015 -1.54402 -4.51020 0.261
H -0.02475 -0.68261 -5.83120 0.381
H -2.53372 -4.32695 2.21376 0.433
H -0.85200 -4.23514 2.74567 0.358
```

---

(2)
Formula: C3H5O3S
Source: the OMol25 dataset
Level of theory: ωB97M-V with the def2-TZVPD basis set

Calculated values
- E_tot (a.u.) = -741.17097
- E_LUMO (eV) = 4.2
- net charge = -1
- HOMO (eV) = -3.972
- relative energy (zero: lowest compared OMol25 entry of this formula, charge and spin) (kcal per mole) = 64.81
- frontier orbital gap (eV) = 8.211

```
12
Properties=species:S:1:pos:R:3:mulliken_charge:R:1
H -1.83394 0.14785 -1.29895 0.263
S 2.12005 -0.19914 0.05511 0.429
C -0.94020 -0.32577 -0.91032 -0.701
H -1.30017 0.19946 1.09292 0.275
H 2.15578 2.08915 -0.15757 0.250
H 0.66033 -0.82951 2.03706 0.389
C 0.61860 -0.78777 0.94163 0.048
O 1.74642 0.11153 -1.32223 -0.616
C -0.63643 -0.29416 0.38637 -0.327
O 1.28672 -1.83906 0.32059 -0.611
O 2.55348 1.52470 0.50399 -0.659
H -0.28187 -0.79931 -1.61727 0.261
```

---

(3)
Formula: C3H7O2P
Source: the OMol25 dataset
Level of theory: ωB97M-V with the def2-TZVPD basis set

Calculated values
- E_tot (a.u.) = -610.14404
- E_LUMO (eV) = 0.3
- SMILES = C=[PH2][C@H]1O[C@@H]1O
- HOMO (eV) = -7.725
- relative energy (zero: lowest compared OMol25 entry of this formula, charge and spin) (kcal per mole) = 134.27
- frontier orbital gap (eV) = 8.051

```
13
Properties=species:S:1:pos:R:3:mulliken_charge:R:1
H 0.84200 1.63915 0.59692 0.060
H 1.53333 -2.72005 -1.94396 0.350
C -1.49672 1.70054 1.77913 -0.796
H 0.09987 -1.84304 0.38430 0.331
C 0.64653 -1.61278 -0.53330 0.272
O 0.64400 -2.57324 -1.45503 -0.518
C 0.59242 -0.18915 -0.83770 -0.416
H 0.60788 0.34584 -1.71846 0.321
H -2.46009 1.55441 1.37836 0.239
H -0.80401 2.02253 -0.57615 0.055
O 1.75882 -0.80532 -0.31227 -0.406
H -1.49623 1.31537 2.81103 0.253
P -0.46779 1.16573 0.42714 0.254
```

---

(4)
Formula: C13H48N10O11
Source: the OMol25 dataset
Level of theory: ωB97M-V with the def2-TZVPD basis set

Calculated values
- E_tot (a.u.) = -1899.24846
- E_LUMO (eV) = 0.1
- SMILES = NC(N)=O.NC(N)=O.NC(N)=O.NC(N)=O.NC(N)=O.CCO.CCO.CO.CO.CO.CO
- HOMO (eV) = -8.426
- relative energy (zero: lowest compared OMol25 entry of this formula, charge and spin) (kcal per mole) = 116.92
- frontier orbital gap (eV) = 8.494

```
82
Properties=species:S:1:pos:R:3:mulliken_charge:R:1
N -1.24539 -3.70045 0.82808 -0.084
H 4.47339 -1.17461 2.19129 0.297
O 1.96698 -2.07849 -1.89040 -0.681
H 4.28065 0.69703 -1.62197 0.296
O -0.38623 -0.90283 -0.04616 2.026
O 1.05860 -3.18661 1.07947 -0.639
C -0.87319 -0.83344 3.80123 0.326
O -4.04890 0.41549 2.06058 -0.675
H -2.04019 -4.18738 0.42161 0.196
O -4.67263 -1.39735 -2.90719 -0.561
N 2.36104 2.78307 0.25597 0.070
H 1.61109 3.48212 2.99874 0.419
H -2.01137 2.48341 1.68769 0.268
N -1.25721 2.42382 2.37971 -0.267
C -1.51088 2.60230 -1.56685 -0.372
H 0.40011 -1.97577 -4.82368 0.184
H -0.19421 -1.69175 0.38367 -1.162
H -1.24239 1.50956 2.91275 0.150
C -0.02031 -3.87931 0.50257 0.232
C 3.12381 2.70087 1.31092 0.439
H -0.31735 -0.86782 -1.77075 -0.266
H 0.52968 2.56777 4.07840 0.142
N -1.77677 0.13763 3.80474 -0.474
H -1.80593 0.89831 4.60562 0.341
H 3.93749 1.63639 -3.11165 0.284
O -0.89075 -1.86504 2.89817 -0.704
O 2.32328 1.04509 -1.92821 -0.501
H -1.94590 -2.53773 -1.45362 -0.050
H -2.57707 0.06968 3.14495 0.187
O -0.07775 4.00323 1.04441 -0.736
C -3.26202 0.06544 0.90655 -0.383
H 1.49369 -0.02525 0.23575 -1.009
N 0.22338 -4.77541 -0.44391 -0.318
H -3.00253 -1.82192 -3.70629 0.454
H 1.54800 3.41185 0.34474 0.202
N 0.12736 -0.74646 4.62710 -0.330
H 2.65225 -1.23255 1.97944 0.045
C -2.99919 -2.35445 -1.56992 -0.626
H 2.44020 2.13834 -0.58202 0.200
N 0.61521 3.16300 3.21797 -0.294
H -2.60051 0.88490 0.62405 0.409
H -3.48613 -3.36730 -1.64381 0.441
C -0.53275 3.59093 -2.06659 -0.566
H -0.74313 -1.20727 -3.42525 0.300
C 0.43557 0.04229 0.50979 1.879
N 3.87437 1.67006 1.37245 -0.217
C 3.60072 0.83838 -2.47443 -0.825
H 1.21872 -4.88818 -0.50302 0.248
O 2.99310 3.68652 2.22192 -0.889
H -3.30866 -1.99970 -0.68779 0.316
H 0.27537 -0.09161 1.57618 -0.756
H -1.28380 1.61525 -1.98206 0.176
H -0.88896 4.45647 -1.61333 0.503
N 1.17907 -2.12070 -4.15287 -0.441
H 1.96225 -2.76983 -4.29893 0.332
C -3.28454 -1.44963 -2.74636 -0.404
H -1.45774 3.97293 -3.68869 0.351
H 0.12958 -0.03401 5.36951 0.193
H 3.25299 -1.13614 -0.41926 0.261
H -2.51481 2.96235 -1.83101 0.603
H 1.70832 0.78948 -2.64498 0.202
O 3.88665 -0.92053 0.29518 -0.639
H -2.75383 -0.48902 -2.62452 0.111
O -0.57657 3.62234 -3.47454 -0.577
H 0.47618 3.36534 -1.74013 0.076
H -1.52196 2.59512 -0.45707 -0.319
H 0.02336 1.04911 0.30758 -0.424
C -0.20285 3.17690 2.17758 0.296
H 3.63953 -0.08716 -3.01727 0.306
H -0.38873 -5.26848 -1.04509 0.165
C 1.06547 -1.82061 -2.86950 0.334
N -0.03344 -1.06463 -2.75750 0.082
C 3.64075 -1.50484 1.53642 -0.595
H -3.85140 -0.03728 -0.02588 0.443
H -4.78073 0.90687 1.78924 0.317
H 4.58471 1.56070 2.10686 0.282
H -2.64513 -0.76836 1.09070 -0.113
H 0.90211 -1.32088 4.43040 0.260
H 3.57438 0.78240 0.97220 0.210
H -1.40379 -3.03254 1.62830 0.305
H -4.84112 -0.65425 -3.56648 0.343
H 3.66931 -2.53520 1.46847 0.393
```

---

(5)
Formula: CNO8P2
Source: the OMol25 dataset
Level of theory: ωB97M-V with the def2-TZVPD basis set

Calculated values
- E_tot (a.u.) = -1377.55556
- E_LUMO (eV) = 3.3
- net charge = -1
- HOMO (eV) = -5.244
- relative energy (zero: lowest compared OMol25 entry of this formula, charge and spin) (kcal per mole) = 16.26
- frontier orbital gap (eV) = 8.554

```
12
Properties=species:S:1:pos:R:3:mulliken_charge:R:1
O -1.31428 -2.16162 -0.37086 -0.531
N -2.79419 0.49598 -0.19445 1.205
O 1.21439 0.35328 -1.22355 -0.642
O 3.20780 -1.09738 0.22293 -0.410
O 1.15231 0.94368 1.25149 -0.644
O -3.35244 -0.34700 0.46425 -0.594
P 0.83356 0.00729 0.15984 1.002
O -3.33243 1.35609 -0.81642 -0.605
O -1.48485 0.44032 -0.20694 -0.365
C 3.34230 0.03810 0.08791 0.719
O 3.65263 1.12829 -0.03583 -0.356
P -1.12482 -1.15703 0.66161 0.220
```

---

(6)
Formula: C6H6S3Sb2Se4Tc
Source: the OMol25 dataset
Level of theory: ωB97M-V with the def2-TZVPD basis set

Calculated values
- E_tot (a.u.) = -11593.22653
- spin multiplicity = 2
- E_LUMO (alpha / beta) (eV) = -9.4 / -9.9
- net charge = +2
- HOMO (alpha / beta) (eV) = -14.879 / -14.878
- relative energy (zero: lowest compared OMol25 entry of this formula, charge and spin) (kcal per mole) = 35.08
- <S²> = 0.77
- frontier orbital gap (alpha / beta) (eV) = 5.494 / 5.006

```
22
Properties=species:S:1:pos:R:3:lowdin_spin:R:1
C 0.88159 2.38743 -0.03613 0.003
Se 3.23312 -4.65273 -0.29383 -0.026
H -2.32867 1.50776 -0.66633 0.000
C -0.67433 1.14654 -1.99097 -0.001
Se 1.37042 -0.73358 0.31177 0.070
Se 3.71896 -2.46257 3.30762 0.874
S -2.41492 -1.56838 -0.76336 0.009
C 0.68666 1.28882 -2.18538 0.006
Sb 2.82335 -2.92639 1.14057 0.036
H -1.28901 0.69871 -2.76171 0.000
H 2.54311 1.94826 -1.32918 0.000
S -2.71893 -3.45175 2.29207 0.012
H 1.49043 2.88565 0.70730 0.000
S -1.97240 0.06802 2.33305 -0.010
Sb -3.69835 -1.43186 1.35760 -0.001
H 1.14796 0.93336 -3.09750 0.000
Se -0.67094 -3.01499 1.73998 0.022
C 1.47162 1.87526 -1.19113 0.006
Tc -0.90924 -0.96024 0.71431 0.001
H -0.95142 2.64014 1.05011 0.000
C -1.25635 1.58612 -0.80068 0.000
C -0.48266 2.23643 0.16179 -0.002
```